No. 1
DFT (ωB97M-V/def2-TZVPD) results for a cluster of 2 separate species, C3H3N3O2 in total.

Structure (XYZ):
```
11
Properties=species:S:1:pos:R:3:mulliken_charge:R:1
C -1.798 -1.052 0.212 -0.42
C -1.896 0.299 -0.074 -0.30
C 0.158 -0.295 -0.064 0.04
N -0.444 -1.457 0.105 -0.58
N -0.681 0.814 -0.130 -0.59
N 2.587 -0.020 -0.323 0.00
O 3.301 -0.618 0.547 -0.59
O 2.593 1.397 0.003 -0.47
H -2.723 -1.704 -0.048 0.19
H -2.798 0.923 0.067 0.34
H 1.700 1.714 -0.295 0.38
```

As for the net charge: -2. The value obtained for the HOMO energy (alpha / beta) is 2.16 / 1.27 eV. As for the LUMO energy (alpha / beta): 7.39 / 7.42 eV. Its multiplicity is 1.


No. 2
DFT (ωB97M-V/def2-TZVPD) results for a cluster of 2 separate species, C2H8NO in total.

Structure (XYZ):
```
12
Properties=species:S:1:pos:R:3:mulliken_charge:R:1
O -0.402 -1.987 -1.485 -0.68
H -0.850 -2.793 -1.773 0.33
H 0.393 -1.988 -2.037 0.34
H 0.890 2.197 0.423 0.37
C -0.079 1.835 0.763 -1.08
C -0.276 0.461 0.347 0.28
N 0.620 -0.468 0.506 -0.23
H 0.017 1.890 1.851 0.37
H -0.792 2.471 0.223 0.30
H -1.146 0.086 -0.202 0.38
H 1.275 -0.322 1.271 0.27
H 0.350 -1.381 0.113 0.35
```

As for the net charge: +1. The value obtained for the HOMO energy is -16.56 eV. As for the LUMO energy: -4.96 eV. Its multiplicity is 1.


Energy relative to the best compared isomer or geometry (same formula, charge and spin)
In order: 1.8139; 0.5255
Unit: eV